# C28H38Cl3FN6O3RuSSi

A structure of composition C28H38Cl3FN6O3RuSSi at a distorted geometry (ωB97M-V/def2-TZVPD, the Open Molecules 2025 dataset).

```
82
Properties=species:S:1:pos:R:3
H -2.810 -2.618 -1.394
C -0.983 4.794 -0.093
H -2.937 -1.214 -0.313
H -0.824 6.859 -3.339
C -0.359 0.621 -2.793
H -1.006 4.215 0.821
H -4.117 9.775 -1.810
O -0.934 1.999 -0.309
H -0.429 -3.875 -1.348
H 2.975 -0.362 -1.806
C -2.266 -1.762 -0.970
H 3.762 -2.412 0.225
H -1.216 4.542 -7.086
C 0.629 -2.262 4.429
H -3.736 8.359 -0.805
H 2.751 -1.670 1.478
C 2.462 -1.322 -1.809
H -3.789 10.406 0.491
H -1.620 10.267 1.566
N 0.162 -1.204 2.339
C -1.911 9.545 0.804
C -2.082 5.639 -5.350
N 1.934 -1.591 -0.460
H -2.274 -2.622 1.493
H -2.930 5.518 -4.689
H 0.129 5.443 -5.203
H 3.172 -2.111 -2.086
H 1.841 -2.374 2.693
C -0.570 -1.769 4.956
H -2.023 6.604 -5.836
C -0.865 4.135 -1.312
H -2.311 -0.582 4.527
C 1.250 -2.901 -0.427
N -2.968 10.179 -0.068
H -1.946 -1.117 -1.781
Ru 0.131 -0.114 0.341
Si 1.585 1.417 1.354
H 1.159 -3.193 0.620
F -1.269 6.760 1.144
H -2.603 11.057 -0.444
H 1.667 -1.279 -2.541
H -0.772 -3.551 1.422
C -1.619 4.420 -6.091
H -0.855 -1.999 5.975
H -2.357 8.679 1.286
C -0.851 4.882 -2.495
N -1.097 -2.221 -0.194
C 0.945 -1.967 3.130
O -0.590 0.105 -3.878
Cl 0.780 3.088 2.299
Cl 2.759 2.296 -0.145
H 1.301 -2.864 5.023
C -0.906 6.279 -2.431
N -0.770 4.222 -3.714
H 1.863 -3.660 -0.930
H -2.170 3.501 -5.945
Cl 2.939 0.748 2.768
C 3.076 -1.588 0.457
C -2.082 9.012 -2.031
C -0.963 -0.705 2.859
H -0.007 8.607 0.560
H -0.219 10.057 -0.413
C -0.718 9.147 -0.058
H -0.476 2.414 -4.702
H -2.126 -3.974 0.355
O 0.107 -0.012 -1.773
H -0.073 -2.268 -1.991
H 3.617 -0.650 0.355
C -1.030 6.938 -1.220
H -1.677 9.961 -2.405
C -1.377 -0.991 4.170
C -0.118 -2.856 -1.079
C -1.587 -3.143 0.828
C -0.575 2.093 -2.626
C -3.343 9.285 -1.222
N -1.084 8.355 -1.215
C -1.080 6.152 -0.061
C -0.595 2.876 -3.731
C -0.787 2.665 -1.337
H -2.342 8.401 -2.891
S -1.789 0.296 1.771
C -0.807 4.954 -4.958
```

Maximum force = 3.2 eV Å⁻¹
Charge = +1
ΔE to the lowest compared entry with this formula, charge and spin = 0.00 kcal/mol
E_LUMO (alpha / beta) = -3.136 / -3.136 eV
Frontier orbital gap (alpha / beta) = 6.16 / 6.13 eV
Multiplicity = 2
Expectation value of S² = 0.76
HOMO level (alpha / beta) = -0.3417 / -0.3406 Ha

Atomic partial charges in e from the Mulliken method, atoms 1 to 2: 0.377, -0.800

# C28H38GeN3OReS2Te

A structure of composition C28H38GeN3OReS2Te at a distorted geometry (ωB97M-V/def2-TZVPD, the Open Molecules 2025 dataset).

```
75
Properties=species:S:1:pos:R:3
C -3.044 -4.259 6.432
C 2.899 2.763 2.232
H -1.600 0.716 -6.638
C 1.982 -1.333 -1.537
C 2.718 5.136 1.982
C -3.161 -4.119 4.031
S 2.540 1.379 -1.754
H 4.200 4.162 3.200
C -2.846 -2.759 4.057
C 4.134 -2.005 -3.181
C 3.334 -3.005 -2.645
C 1.331 -1.112 0.778
H 3.380 1.909 2.692
H 1.121 5.807 0.703
H -3.100 -4.837 7.348
H -1.121 -1.489 -0.251
H 1.240 0.840 -6.174
C -0.846 1.301 -2.564
C 0.218 1.202 2.406
H -3.326 -4.599 3.074
H 1.622 1.884 -4.789
H -1.575 -1.817 -3.904
O -1.920 0.494 0.330
H -0.782 -1.781 -5.482
C 3.360 4.036 2.528
H -0.102 -2.903 -0.496
H 4.474 0.112 -3.300
H -4.339 2.052 -0.856
H 0.439 -1.271 1.392
H -2.443 -1.106 5.352
C 2.071 0.125 1.265
C -2.901 1.235 0.331
H -1.632 2.289 -5.836
N 0.878 -0.998 -0.639
H 0.764 1.151 3.356
C -2.670 -2.165 5.310
Te -2.566 -1.616 2.306
C -1.782 1.219 -5.687
N 1.163 1.277 1.267
H -2.610 -2.408 7.438
H -2.545 3.032 1.360
H -4.241 2.493 1.465
Ge -0.509 0.519 -4.321
H 3.541 -4.048 -2.846
C 2.790 -0.320 -2.069
C 3.863 -0.684 -2.892
H -2.825 1.056 -5.413
Re 0.217 1.214 -0.906
H 2.485 -0.087 2.259
H -0.394 2.102 2.408
H 1.983 -1.983 0.895
H 4.968 -2.259 -3.824
H -3.472 -5.923 5.150
C 1.176 3.682 0.816
S -0.235 3.526 -0.225
C 1.811 2.574 1.394
H -3.397 0.806 -1.556
H -0.450 0.345 2.320
H -2.966 1.664 2.402
C -3.202 2.166 1.465
C 1.642 4.960 1.130
N -3.759 1.242 -0.718
C -2.767 -2.898 6.483
C 2.268 -2.661 -1.833
C -3.254 -4.862 5.199
H -1.750 1.919 -2.631
H 1.652 -3.450 -1.424
H -0.571 -1.875 -1.883
H 0.192 -1.946 -4.019
H 3.047 6.137 2.231
H 2.901 0.344 0.593
H 2.006 0.165 -4.728
C -0.693 -1.467 -4.441
C -0.294 -1.882 -0.833
C 1.279 0.893 -5.084
```

Maximum force = 1.2 eV Å⁻¹
Charge = -1
ΔE to the lowest compared entry with this formula, charge and spin = 24.31 kcal/mol
E_LUMO (alpha / beta) = 2.492 / 2.319 eV
Frontier orbital gap (alpha / beta) = 5.76 / 5.61 eV
Multiplicity = 4
Expectation value of S² = 3.77
HOMO level (alpha / beta) = -0.1201 / -0.1207 Ha

Atomic partial charges in e from the Mulliken method, atoms 1 to 2: -0.395, -0.494

# C28H38N2O7S

The molecule C28H38N2O7S at a distorted geometry (ωB97M-V/def2-TZVPD, the Open Molecules 2025 dataset).

```
76
Properties=species:S:1:pos:R:3
C -1.965 2.498 -1.455
H -3.361 -1.364 2.780
H -0.992 -1.421 -4.138
H -1.228 -4.133 -4.391
H -1.084 1.927 4.451
C -0.225 2.182 5.067
H -3.086 0.301 2.270
H -3.005 -2.502 -0.622
C 1.062 1.723 4.391
C -1.710 -3.353 -2.515
O -0.568 -1.759 -0.579
H 1.236 -0.683 -3.931
C 0.508 -4.282 -3.126
C -3.254 1.682 -1.477
H 4.684 2.797 -0.184
H -0.911 -1.698 3.093
S 0.357 -1.011 -1.387
C -3.862 -0.666 -1.315
O 1.316 2.408 3.178
H 3.141 3.271 -0.908
C -0.705 -3.508 -3.657
H -3.809 1.785 -0.539
H 1.925 1.975 5.016
H -0.209 3.260 5.212
C -0.356 3.505 0.167
H 3.938 2.278 2.846
O -0.185 0.038 -2.214
H -2.688 -0.189 3.920
H 0.177 -5.220 -2.682
H 0.702 -3.553 -1.104
C 3.050 1.493 0.269
C -1.161 2.431 -0.182
H 3.193 -0.995 2.563
H 1.526 -1.988 1.018
C -1.292 -0.908 2.439
C 2.898 -0.461 1.671
C -2.697 -0.510 2.880
H -2.084 0.022 -2.065
C 1.109 -1.756 -3.796
H 1.925 -2.273 -4.308
O -1.863 -4.210 -1.683
H 3.427 3.515 0.819
H -0.327 1.694 6.032
H 1.182 -4.506 -3.954
C 2.126 0.917 -0.591
H -1.288 -1.282 1.411
C -0.258 -2.202 -4.333
H -0.339 4.393 -0.448
O -4.929 -0.433 -0.777
H -0.188 -2.344 -5.412
C 0.433 2.332 2.130
C -0.381 1.237 1.787
H 1.041 4.286 1.591
C 3.438 0.793 1.418
C -1.162 1.314 0.639
N -2.996 0.274 -1.702
H 5.308 1.731 1.881
O -2.453 -2.249 -2.588
H -1.769 0.470 0.367
C 0.420 3.451 1.306
N 1.238 -2.033 -2.381
H -1.328 2.149 -2.273
C 3.607 2.850 -0.023
C 1.973 -1.028 0.814
C 4.400 1.405 2.385
O -0.341 0.135 2.598
C 1.594 -0.325 -0.312
H -4.313 -2.706 -1.805
C -3.428 -2.110 -1.555
H -3.898 2.054 -2.284
H 4.665 0.700 3.167
H 1.783 1.440 -1.470
H -2.214 3.544 -1.652
H 2.258 -3.791 -1.932
H 1.043 0.642 4.229
C 1.223 -3.449 -2.056
```

Maximum force = 1.2 eV Å⁻¹
SMILES string = CCOc1ccc(CCNC(=O)COC(=O)C2CCN(S(=O)(=O)c3ccc(C)c(C)c3)CC2)cc1OCC
E_LUMO = 0.503 eV
Frontier orbital gap = 8.38 eV
Multiplicity = 1
HOMO level = -0.2895 Ha

Atomic partial charges in e from the Mulliken method, atoms 1 to 2: -1.129, 0.493

# C28H38N4O2PdS2Si2Te

A structure of composition C28H38N4O2PdS2Si2Te (ωB97M-V/def2-TZVPD, the Open Molecules 2025 dataset).

```
78
Properties=species:S:1:pos:R:3
H -0.256 4.555 -3.023
H 2.471 -0.240 -1.347
H 3.637 -3.226 1.512
H 1.865 0.932 -3.731
C 1.883 -2.123 1.923
C -3.082 1.203 4.455
H -1.154 -0.973 -0.394
N -1.725 -1.750 -0.725
H 4.001 -2.060 -0.729
H 0.373 4.901 2.134
Si 1.698 3.082 -2.485
C -4.835 2.909 -0.994
H 2.389 1.667 -0.760
S -3.366 4.566 0.229
H 3.979 4.424 0.210
H -5.486 5.465 1.090
C -5.061 4.709 0.448
C 2.994 4.794 0.504
Si 1.732 3.387 0.727
H -2.325 -4.299 -3.628
H 1.841 1.435 2.292
H 1.680 -2.618 2.866
C 2.957 -2.451 1.172
H 3.104 5.332 1.452
C 3.532 3.506 -2.756
O -5.949 3.477 4.025
H -3.665 -3.187 -3.903
H -3.158 1.373 0.621
Te -1.854 2.244 -1.714
C 2.332 -0.776 -0.415
H -2.998 -1.809 0.985
H -5.651 3.578 3.112
C 0.161 4.268 1.265
O -5.263 2.456 5.862
C -4.103 1.971 2.428
H 2.663 5.512 -0.252
S -0.633 -2.026 -3.225
H -0.523 -1.379 2.973
C -3.202 -3.848 -3.167
H 0.224 1.552 -3.791
C -2.820 -2.176 -0.010
H 3.709 3.737 -3.812
H 1.469 2.260 -4.834
C -3.494 -3.036 -0.796
H -4.887 2.466 1.860
C 1.273 1.846 -3.839
C -3.128 1.356 1.699
H 3.445 2.129 2.026
H -5.156 2.078 -1.608
H 3.836 4.374 -2.166
C -5.105 2.602 4.668
C 3.192 -1.782 -0.069
C -0.213 -0.809 2.104
H -0.205 4.910 0.460
C -1.713 -2.284 -1.968
H -3.072 1.160 5.538
H 0.896 5.400 -1.989
C -5.722 3.767 -0.284
C 1.520 2.341 -0.801
C 0.956 -1.102 1.480
H -0.644 3.579 1.529
N -2.798 -3.115 -1.997
C -3.510 3.203 -0.808
C 0.806 4.709 -2.832
N -1.090 0.129 1.537
H 1.263 5.186 -3.705
H -3.911 -4.621 -2.871
H -4.386 -3.609 -0.617
N 1.275 -0.387 0.317
H 2.299 2.939 3.105
H 4.181 2.669 -2.482
C -2.087 0.582 3.739
H -6.800 3.673 -0.301
C 2.388 2.372 2.173
H -1.289 0.082 4.271
C -2.042 0.663 2.309
C -4.111 1.933 3.841
Pd -0.032 1.177 -0.080
```

Maximum force = 0.3 eV Å⁻¹
Charge = -2
E_LUMO = 4.198 eV
Frontier orbital gap = 4.48 eV
Multiplicity = 1
HOMO level = -0.0102 Ha

Atomic partial charges in e from the Mulliken method, atoms 1 to 2: 0.246, 0.135

Number 1: DFT total energy -106314.02029 eV. Number 2: DFT total energy -123781.14013 eV. Number 3: DFT total energy -57801.54278 eV. Number 4: DFT total energy -87911.12774 eV.